Computed, not measured: C21H24AgCl5GeO4 as an isolated structure, with ωB97M-V with the def2-TZVPD basis set.

For the energy, the calculation gives -5640.44638 hartree. As for the multiplicity: 1. The energy above the lowest of the compared OMol25 structures with the same formula, charge and spin comes out at 0.0 kJ/mol. Its HOMO energy is -7.571 eV. Its orbital gap is 7.34 eV.

Cartesian coordinates (Å):
Ag  -0.4814  -2.0044  -1.7064
Cl  -5.6581  -6.9798  -0.1011
C  -4.2270  -6.1162  -0.5377
C  -4.1167  -4.7568  -0.2790
Cl  -5.4192  -3.9178  0.4828
C  -2.9588  -4.0698  -0.6233
Cl  -2.8439  -2.3614  -0.2939
C  -1.8513  -4.6921  -1.2470
O  -0.7588  -4.0948  -1.5719
C  -2.0035  -6.0803  -1.4968
Cl  -0.6749  -6.8790  -2.2562
C  -3.1551  -6.7709  -1.1534
Cl  -3.2744  -8.4584  -1.4839
O  3.8412  0.1006  -0.3578
C  3.7395  -0.3405  -1.6377
C  4.8898  -0.6050  -2.3785
C  4.8035  -1.0259  -3.6913
C  3.5630  -1.1764  -4.3041
C  2.4245  -0.8999  -3.5768
C  2.4835  -0.4945  -2.2394
C  1.1854  -0.2198  -1.5588
O  0.1562  0.0106  -2.2289
O  1.2082  -0.1777  -0.2517
H  4.7712  0.1108  -0.1110
H  5.8609  -0.4741  -1.9096
H  5.7127  -1.2310  -4.2440
H  3.4912  -1.5055  -5.3331
H  1.4473  -1.0002  -4.0287
C  1.7741  4.7619  3.4675
C  1.6835  3.5395  2.5595
C  1.0004  3.8549  1.2322
C  0.9668  2.6912  0.2308
Ge  0.1887  1.0059  0.8072
C  -1.7001  0.8148  0.4198
C  -2.5308  2.0967  0.6444
C  -3.1309  2.2054  2.0478
C  -2.0856  2.2884  3.1604
H  2.2279  4.5133  4.4282
H  0.7798  5.1752  3.6651
H  2.3748  5.5506  3.0060
H  1.1398  2.7466  3.0784
H  2.6859  3.1439  2.3625
H  1.5306  4.6895  0.7649
H  -0.0151  4.2152  1.4241
H  1.9832  2.4264  -0.0777
H  0.4228  2.9793  -0.6719
H  0.6573  0.4437  2.1518
H  -2.0968  -0.0079  1.0188
H  -1.7401  0.5088  -0.6251
H  -3.3434  2.1115  -0.0844
H  -1.9298  2.9912  0.4400
H  -3.7788  1.3397  2.2198
H  -3.7728  3.0882  2.0907
H  -1.4921  1.3713  3.2297
H  -2.5510  2.4365  4.1366
H  -1.4031  3.1283  2.9923

***

Computed, not measured: C21H24BN7PdS as an isolated structure, with ωB97M-V with the def2-TZVPD basis set.

As for the charge: +2. For the energy, the calculation gives -1748.28455 hartree. As for the multiplicity: 1. The energy above the lowest of the compared OMol25 structures with the same formula, charge and spin comes out at 0.0 kJ/mol. Its HOMO energy is -13.814 eV. Its orbital gap is 4.30 eV.

Cartesian coordinates (Å):
Pd  -0.4778  -0.1623  0.3475
B  -3.7783  -0.6073  1.6396
N  -3.1691  -1.3928  0.4087
C  -3.8655  -2.3693  -0.1760
C  -3.1806  -2.8263  -1.2917
C  -2.0312  -2.0614  -1.3261
N  -2.0427  -1.1881  -0.3040
N  -2.7000  0.3064  2.3215
C  -2.8996  1.1034  3.3776
C  -1.7459  1.8359  3.6328
C  -0.8566  1.4167  2.6540
N  -1.4573  0.4959  1.8980
H  -4.1408  -1.4289  2.4315
H  -4.6534  0.1069  1.2367
H  -4.8177  -2.6643  0.2323
H  -3.4852  -3.5952  -1.9789
H  -1.2126  -2.0771  -2.0247
H  -3.8529  1.1060  3.8790
H  -1.5952  2.5624  4.4119
H  1.1554  1.9374  3.1016
S  4.6983  -0.0483  0.4674
C  4.5578  1.3945  1.4592
C  3.3106  1.6263  1.8504
C  2.3384  0.6983  1.2530
C  3.0602  -0.3662  0.4876
C  2.5633  -1.6235  -0.0252
C  3.3548  -2.4311  -0.8504
C  2.8786  -3.6815  -1.2054
C  1.6467  -4.0826  -0.7177
C  0.9119  -3.2016  0.0809
N  1.3513  -2.0014  0.4116
H  5.4549  1.9474  1.6947
H  3.0367  2.4630  2.4712
H  4.3170  -2.0958  -1.2166
H  3.4655  -4.3313  -1.8398
H  1.2458  -5.0610  -0.9452
H  -0.0646  -3.4805  0.4590
C  -0.5188  3.3422  0.3567
C  0.4517  3.2491  1.5261
C  0.5064  1.8707  2.2290
N  1.0610  0.8306  1.3092
H  -0.3932  4.3002  -0.1455
H  -1.5531  3.2753  0.6929
H  -0.3539  2.5574  -0.3838
H  0.1555  3.9509  2.3086
H  1.4604  3.5341  1.2180
C  -0.4355  1.0112  -4.9210
C  0.8331  0.7459  -4.0997
C  0.5207  0.3044  -2.7451
N  0.2749  -0.0529  -1.6843
H  -0.1488  1.3759  -5.9043
H  -1.0610  1.7631  -4.4439
H  -1.0166  0.1001  -5.0481
H  1.4450  1.6458  -4.0109
H  1.4519  -0.0267  -4.5597

***

Computed, not measured: C21H24Br3N2O4PRuS2 as an isolated structure, with ωB97M-V with the def2-TZVPD basis set.

As for the charge: +2. For the energy, the calculation gives -10179.37759 hartree. As for the multiplicity: 1. The energy above the lowest of the compared OMol25 structures with the same formula, charge and spin comes out at 0.0 kJ/mol. Its HOMO energy is -13.944 eV. Its orbital gap is 5.95 eV.

Cartesian coordinates (Å):
Ru  0.2750  -1.0291  0.5690
O  5.0772  2.7518  -0.3120
C  4.0904  1.8935  -0.1167
C  4.2649  0.5095  0.0164
C  3.1610  -0.2753  0.2150
N  1.9153  0.2312  0.3034
C  1.7543  1.5529  0.1508
Br  -0.0158  2.1726  0.1765
C  2.7968  2.4187  -0.0531
H  5.9434  2.3253  -0.3613
H  5.2441  0.0544  -0.0439
H  3.2536  -1.3503  0.3086
H  2.6303  3.4789  -0.1761
C  2.1810  -0.5632  3.4790
C  0.7171  -0.2971  3.6313
C  0.1913  0.0892  4.8798
C  -1.1468  0.3319  5.0351
C  -2.0094  0.1940  3.9289
C  -3.4168  0.4079  3.9284
Br  -4.2894  0.9100  5.5084
C  -4.1520  0.2559  2.7810
C  -3.5298  -0.1168  1.5740
Br  -4.5383  -0.2802  0.0114
C  -2.1737  -0.3428  1.5542
O  -1.5061  -0.7012  0.4237
C  -1.4162  -0.1870  2.7222
N  -0.0812  -0.4239  2.5768
H  2.6286  -0.8014  4.4409
H  2.6851  0.3241  3.0890
H  2.3602  -1.3952  2.7989
H  0.8676  0.1831  5.7174
H  -1.5470  0.6230  5.9970
H  -5.2192  0.4262  2.7907
C  -2.1585  -3.8772  -3.0793
C  -2.0331  -4.5014  -1.7108
C  -2.7364  -3.7471  -0.6116
O  -0.5805  -4.6733  -1.3862
P  0.4856  -3.7071  -0.8301
S  0.2666  -3.1385  1.1810
S  0.5436  -1.8623  -1.6412
O  1.8145  -4.4935  -0.8191
C  2.3802  -5.4016  -1.8804
C  2.2138  -4.7772  -3.2451
C  1.7719  -6.7737  -1.7326
H  -3.1869  -3.9953  -3.4216
H  -1.5117  -4.3773  -3.7990
H  -1.9243  -2.8133  -3.0574
H  -2.3606  -5.5385  -1.7309
H  -2.4090  -2.7060  -0.5793
H  -2.5896  -4.2214  0.3591
H  -3.8057  -3.7478  -0.8238
H  3.4293  -5.4179  -1.5946
H  1.1632  -4.7438  -3.5407
H  2.7388  -5.3912  -3.9766
H  2.6369  -3.7737  -3.2829
H  0.7428  -6.7957  -2.0866
H  1.8072  -7.1069  -0.6966
H  2.3546  -7.4755  -2.3302

***

Computed, not measured: a 11-piece molecular cluster, C21H24Cl44NO3P2 overall in a non-equilibrium geometry, with ωB97M-V with the def2-TZVPD basis set.

As for the charge: +1. For the energy, the calculation gives -22025.69553 hartree. As for the multiplicity: 1. Its HOMO energy is -12.141 eV. Its orbital gap is 8.60 eV.

Cartesian coordinates (Å):
C  3.3257  4.1044  3.6568
C  2.5918  4.7828  2.4706
C  2.4049  3.9244  1.1747
C  3.1266  2.5529  1.1312
O  4.4452  2.7208  0.5035
P  4.4649  2.3753  -1.0763
C  3.1181  3.1311  -2.0737
C  1.7884  2.3068  -2.1424
C  0.8282  2.8346  -3.2755
C  -0.5413  3.1738  -2.6524
O  -0.9232  4.2855  -2.5658
O  -1.3608  2.1520  -2.2131
C  -1.4375  2.0927  -0.7730
C  -2.8284  1.6017  -0.2642
P  4.5814  0.2230  -1.5487
N  4.2348  0.1607  -3.0914
H  4.1835  3.4680  3.3792
H  3.6929  4.8890  4.3477
H  2.6049  3.5034  4.2455
H  1.5910  5.1475  2.7752
H  3.1581  5.7008  2.2109
H  1.3351  3.7676  0.9263
H  2.8083  4.5205  0.3307
H  2.5385  1.9043  0.4350
H  3.1656  2.0039  2.0828
H  5.6765  2.9205  -1.5759
H  3.5081  3.1767  -3.1163
H  2.8782  4.1737  -1.7977
H  2.0173  1.2364  -2.2541
H  1.2556  2.4847  -1.1844
H  1.1941  3.7884  -3.6969
H  0.7450  2.0548  -4.0521
H  -1.2551  3.0922  -0.3380
H  -0.6929  1.3377  -0.4371
H  -2.6741  0.9319  0.6041
H  -3.3986  1.1095  -1.0681
H  -3.3853  2.4705  0.1357
H  5.9280  -0.1603  -1.3449
H  3.6534  -0.5438  -0.7894
H  3.4286  -0.4396  -3.2582
C  5.8675  -3.8167  -2.4120
Cl  6.5568  -4.4742  -0.9199
Cl  4.5667  -4.8699  -2.9731
Cl  5.2079  -2.1783  -2.1010
Cl  7.1205  -3.7042  -3.6454
C  -5.8038  -0.6823  0.5797
Cl  -7.2722  -1.5751  1.0052
Cl  -6.2303  0.9656  0.0872
Cl  -4.7349  -0.6217  1.9882
Cl  -4.9744  -1.5021  -0.7535
C  -6.7654  2.5481  4.3836
Cl  -5.6052  2.3218  5.7022
Cl  -8.3107  3.0973  5.0423
Cl  -6.1440  3.7626  3.2516
Cl  -6.9941  1.0148  3.5318
C  8.5551  4.3460  -1.2806
Cl  9.7564  4.1343  -0.0061
Cl  7.0457  4.9641  -0.5721
Cl  9.1541  5.4944  -2.4778
Cl  8.2447  2.7818  -2.0670
C  -6.0546  -5.1317  -2.3021
Cl  -6.6313  -4.1080  -0.9799
Cl  -5.5202  -6.6896  -1.6545
Cl  -7.3629  -5.3913  -3.4636
Cl  -4.6951  -4.3318  -3.1129
C  -8.7150  1.3314  8.5948
Cl  -9.3189  0.4310  7.1952
Cl  -9.3833  2.9706  8.5797
Cl  -9.2095  0.5074  10.0807
Cl  -6.9464  1.4131  8.5267
C  -2.3877  -3.8110  3.4680
Cl  -2.9536  -2.7788  4.7903
Cl  -1.8621  -5.3670  4.1173
Cl  -3.7053  -4.0658  2.3163
Cl  -1.0293  -3.0216  2.6429
C  10.6394  -5.4475  -5.6548
Cl  11.3236  -6.1098  -4.1643
Cl  9.3433  -6.5097  -6.2332
Cl  9.9863  -3.8289  -5.3325
Cl  11.9012  -5.3371  -6.8869
C  5.1367  -3.7922  -7.1648
Cl  4.5783  -2.7000  -5.8820
Cl  5.5355  -2.8443  -8.6034
Cl  6.5768  -4.6690  -6.6198
Cl  3.8550  -4.9473  -7.5543
C  -10.0735  1.3113  -0.8226
Cl  -9.2477  1.8214  0.6614
Cl  -9.5824  2.3657  -2.1574
Cl  -9.6407  -0.3606  -1.2070
Cl  -11.8237  1.4267  -0.5920
C  -4.7507  -7.8613  5.8462
Cl  -6.4562  -7.8921  6.3161
Cl  -4.1506  -9.5188  5.6898
Cl  -4.5784  -7.0230  4.2967
Cl  -3.8126  -7.0077  7.0826